i.
Here is a molecular structure, C4H6N2 from OMol25. Energies are from ωB97M-V/def2-TZVPD.

As for the total charge: 0.

Each line ends with the Löwdin charge.
Positions of all 12 atoms, in Å:
H  -1.59718  0.24284  -0.78065  0.1097
C  -0.80042  -0.46624  -0.34071  -0.0321
H  1.46814  -0.55859  1.29996  0.0857
C  1.55911  0.07184  0.50422  -0.1404
H  -0.79791  -1.45905  -0.76541  0.0694
N  4.41366  -0.42358  -0.33828  0.0284
C  3.43378  0.05408  0.01414  -0.1138
N  0.98388  1.35834  0.18761  0.0854
H  0.26642  1.68558  0.76029  0.0789
H  -0.83829  -0.49604  0.76035  0.0740
H  0.94248  0.01197  -1.53365  0.1109
C  0.60361  0.16293  -0.56653  -0.3561



ii.
Here is C4H6N2 in the gas phase from OMol25. Energies are from ωB97M-V/def2-TZVPD.

As for the total charge: 0.

Each line ends with the Löwdin charge.
Positions of all 12 atoms, in Å:
C  -1.55048  1.66281  0.30491  0.0192
H  -1.14200  2.45082  0.84966  0.0321
H  1.96642  -0.59088  1.36509  0.0686
N  0.42757  -1.15696  0.34823  -0.2260
H  1.94548  -0.53919  -0.84672  0.1284
H  0.71857  -1.74902  -1.63323  0.1196
C  0.88828  -0.86143  -0.98505  -0.1974
H  -2.56112  1.32882  0.43084  0.0502
N  0.88701  -0.66897  1.47159  0.0270
C  -0.15288  0.14376  -1.19643  -0.0329
H  -0.41441  -1.78239  0.39532  0.1675
C  -0.85626  0.97148  -0.59874  -0.1563



iii.
Here is C4H6N2 in the gas phase from OMol25. Energies are from ωB97M-V/def2-TZVPD.

The SMILES is C/C=N/CC#N. As for the total charge: 0.

Each line ends with the Löwdin charge.
Positions of all 12 atoms, in Å:
C  1.66851  1.01766  0.21437  -0.0662
N  -0.61375  0.59838  -0.19171  0.0200
H  1.63864  1.20495  -0.86309  0.0857
C  -1.15298  -1.48171  -1.13306  -0.1980
C  -1.51111  -0.51578  -0.06755  -0.2409
N  -0.94800  -2.24952  -1.97357  0.1384
H  2.40743  0.23644  0.42717  0.0860
H  -1.46973  -1.06180  0.89354  0.1177
C  0.34800  0.50861  0.62001  -0.2465
H  0.23840  -0.04715  1.56461  0.1214
H  -2.49457  -0.12757  -0.26592  0.1083
H  1.88916  1.91750  0.77519  0.0741



iv.
Here is C4H6N2 in the gas phase from OMol25. Energies are from ωB97M-V/def2-TZVPD.

The SMILES is Nc1ccc[nH]1. As for the total charge: 0.

Each line ends with the Löwdin charge.
Positions of all 12 atoms, in Å:
C  0.65650  0.23993  0.54416  -0.3583
C  -1.41298  0.58951  -0.28400  -0.1064
H  0.34191  -1.73813  0.97543  0.1479
N  1.87121  -0.29169  -0.02658  0.0574
C  -0.20439  1.23429  0.06025  -0.0690
H  -2.24248  1.03172  -0.81494  0.0884
H  2.69069  0.27928  0.01243  0.0576
C  -1.30343  -0.74264  0.07786  -0.1283
H  0.00304  2.29094  -0.06740  0.0926
H  1.60911  -0.39185  -1.01166  0.0918
N  -0.11225  -0.88901  0.68391  0.0202
H  -1.89692  -1.61234  -0.14946  0.1061



Which one sits at the top of the stability order? iii does.



i.
Here is C4H6N2 in the gas phase from OMol25. Energies are from ωB97M-V/def2-TZVPD.

The SMILES is [H]/N=N/C(=C)C=C. As for the total charge: 0.

Each line ends with the Löwdin charge.
Positions of all 12 atoms, in Å:
H  1.21802  1.54938  -0.96217  0.0621
C  -0.07217  0.05434  1.10678  -0.1654
H  0.58668  2.01412  1.48289  0.0564
C  -0.00472  -0.04425  -0.34372  -0.3974
H  0.68430  0.34844  -2.28157  0.0566
N  -1.07478  -1.62531  -1.62457  0.1026
H  -0.47731  -1.11061  1.19947  0.1511
H  0.07599  1.04543  2.95443  0.0490
H  -1.34448  -2.61891  -1.61259  0.0646
C  0.70430  0.64610  -1.24532  0.0976
N  -0.49402  -1.34705  -0.55700  -0.0868
C  0.19820  1.08832  1.88338  0.0096



ii.
Here is C4H6N2 in the gas phase from OMol25. Energies are from ωB97M-V/def2-TZVPD.

The SMILES is CN1C[C@H]1C#N. As for the total charge: 0.

Each line ends with the Löwdin charge.
Positions of all 12 atoms, in Å:
N  3.35443  -0.61089  0.07765  0.1486
H  0.30000  -1.53042  -0.16584  0.1466
H  -1.79047  -0.61421  0.42617  0.0839
N  -0.00227  0.48319  0.35449  -0.1611
C  0.09045  0.39447  -1.16122  -0.0474
H  0.33103  1.42970  -0.99183  0.1213
C  2.20782  -0.57138  -0.06356  -0.1528
C  0.76756  -0.55148  -0.24805  -0.3171
H  -0.77331  -0.02936  -1.68834  0.1099
C  -1.31582  0.26731  0.87462  -0.1079
H  -1.24785  0.18066  1.95618  0.0825
H  -1.92159  1.15240  0.62973  0.0934



iii.
Here is C4H6N2 in the gas phase from OMol25. Energies are from ωB97M-V/def2-TZVPD.

The SMILES is C1=CNC=NC1. As for the total charge: 0.

Each line ends with the Löwdin charge.
Positions of all 12 atoms, in Å:
C  -1.20766  -0.66753  0.15246  -0.2264
H  1.99154  -1.64219  -0.33387  0.1288
H  2.33546  0.61037  0.32113  0.1498
H  -1.61191  -0.95317  1.19749  0.1242
H  -2.02549  -0.98968  -0.55771  0.1064
C  0.27121  1.25862  -0.02820  -0.1570
C  1.14231  -0.97189  -0.04392  -0.2653
N  0.01481  -1.52458  -0.12377  0.0303
H  0.51701  2.30544  -0.24105  0.1171
N  1.33506  0.38258  0.14449  0.0019
C  -0.95529  0.77708  -0.02855  -0.1343
H  -1.80704  1.41495  -0.45851  0.1244



iv.
Here is C4H6N2 in the gas phase from OMol25. Energies are from ωB97M-V/def2-TZVPD.

The SMILES is Cn1ccnc1. As for the total charge: 0.

Each line ends with the Löwdin charge.
Positions of all 12 atoms, in Å:
C  0.07744  -0.85031  -1.45171  -0.0432
N  0.30225  -0.13902  -0.21373  -0.1547
C  0.57288  1.12479  0.22176  -0.0721
H  -0.67344  -1.54661  -0.87911  0.1105
N  -0.81753  0.10433  1.70795  0.0702
H  1.01826  -1.02353  -2.02505  0.0971
H  1.22049  1.80960  -0.30516  0.1096
H  -0.63691  -0.36826  -2.11685  0.0798
C  -0.14390  1.24843  1.39042  -0.1621
C  -0.47116  -0.71900  0.76370  -0.2598
H  -0.19384  2.09003  2.05652  0.0898
H  -0.27772  -1.76756  0.94170  0.1349



Which one sits at the top of the stability order? iii does.



i.
Here is C4H6N2 in the gas phase from OMol25. Energies are from ωB97M-V/def2-TZVPD.

The SMILES is CN1C[C@H]1C#N. As for the total charge: 0.

Each line ends with the Löwdin charge.
Positions of all 12 atoms, in Å:
H  1.38922  2.00061  -0.79908  0.1119
N  1.13325  -0.09637  -0.36790  -0.1197
C  0.73057  -1.14260  0.51921  -0.1202
C  -0.17084  -0.70133  -0.50528  -0.2847
C  -1.35149  0.01735  -0.06002  -0.1872
H  0.56552  -0.98114  1.55130  0.1118
H  -0.38688  -1.25594  -1.39499  0.1389
H  2.27746  1.28744  0.53865  0.0858
C  1.27853  1.27007  0.07808  -0.0893
N  -2.36374  0.49758  0.19969  0.1575
H  0.51226  1.53412  0.78430  0.0670
H  1.33525  -2.05449  0.30530  0.1283



ii.
Here is C4H6N2 in the gas phase from OMol25. Energies are from ωB97M-V/def2-TZVPD.

As for the total charge: 0.

Each line ends with the Löwdin charge.
Positions of all 12 atoms, in Å:
H  2.63149  0.82282  0.40235  0.1669
H  0.05277  1.98889  -0.27806  0.1673
C  0.74823  -1.09595  0.13726  -0.1112
H  -2.02389  -1.20559  0.21487  0.0819
H  0.53070  -2.14190  0.32201  0.0835
C  -0.20979  -0.11034  -0.00252  -0.3255
H  -2.13899  0.47828  0.76558  0.0831
N  1.74289  0.81730  -0.33759  -0.1013
C  -1.70214  -0.18081  0.00280  -0.0278
H  -2.11901  0.11116  -0.97085  0.0854
N  0.44130  1.05546  -0.19598  0.0087
C  2.04645  -0.53932  -0.05987  -0.1111



Which one sits at the top of the stability order? i does.